DFT (ωB97M-V with the def2-TZVPD basis set) results for a single C4H8N2OS molecule in a non-equilibrium geometry.

## Properties
**SMILES**: C/C(=N\O)NCC=S
**Net charge**: 0
**Relative energy (zero: lowest compared OMol25 entry of this formula, charge and spin)**: 129.1 kcal/mol
**Calculated total energy**: -739.95621 a.u.

Each line ends with the natural charge from an NBO analysis.
Atoms and positions in Å:
C  -1.34633  1.28851  -0.00914  -0.737
C  -0.93079  -0.12633  0.01897  0.318
C  1.54921  -0.45318  -0.42351  -0.310
C  2.80220  -0.11400  0.33690  -0.311
H  -0.89628  2.10710  0.61717  0.262
H  -2.58616  1.27507  -0.24743  0.286
H  -0.98823  1.67314  -1.08279  0.234
H  0.27758  -1.42868  1.28993  0.407
H  1.32937  0.64078  -0.63964  0.235
H  1.74975  -1.01658  -1.36508  0.240
H  2.87562  0.40772  1.32346  0.226
H  -3.73214  -1.43694  0.02377  0.489
N  0.29337  -0.50888  0.60966  -0.638
N  -1.68716  -1.19051  -0.05952  -0.140
O  -2.98081  -0.75048  -0.22149  -0.614
S  4.27083  -0.36673  -0.17125  0.054

***

DFT (ωB97M-V with the def2-TZVPD basis set) results for an isolated ion of composition C8H15N2 and charge +1 in a non-equilibrium geometry.

## Properties
**SMILES**: C=N/C=C\C=[NH+]\C(C)(C)C
**Net charge**: +1
**Relative energy (zero: lowest compared OMol25 entry of this formula, charge and spin)**: 70.4 kcal/mol
**Calculated total energy**: -422.98212 a.u.

Each line ends with the natural charge from an NBO analysis.
Atoms and positions in Å:
C  2.27300  -1.47039  -0.46216  -0.419
C  0.86410  -1.22461  -0.23345  0.216
C  3.14694  -0.40514  -0.24945  0.153
C  2.31071  1.56713  0.84162  0.028
C  -1.63982  1.17966  0.87632  -0.612
C  -1.73860  0.22891  -1.53506  -0.612
C  -1.81243  -1.18252  0.40397  -0.628
C  -1.20156  0.05431  -0.08897  0.077
N  2.90355  0.77953  0.12358  -0.316
N  0.20103  -0.09484  -0.00887  -0.490
H  2.62258  -2.38782  -0.73226  0.259
H  0.16697  -2.03915  -0.20149  0.227
H  4.25735  -0.60309  -0.43515  0.257
H  2.28934  1.61803  1.94146  0.216
H  1.95877  2.46239  0.37279  0.202
H  -2.74372  1.34494  0.82638  0.247
H  -1.20273  1.04514  1.90195  0.220
H  -1.34951  2.07837  0.48054  0.209
H  -2.78589  0.69182  -1.49143  0.233
H  -1.93476  -0.74583  -1.82459  0.223
H  -1.23082  0.93367  -2.11681  0.229
H  -2.96225  -0.98804  0.56789  0.254
H  -1.76732  -1.99757  -0.39995  0.209
H  -1.39901  -1.54896  1.31516  0.225
H  0.77409  0.70407  0.12797  0.392

***

In the order shown, the computed gap between HOMO and LUMO values come out to 8.596; 8.495 eV.